Density functional theory data (the ωB97M-V functional and the def2-TZVPD basis) for the molecule C2H6BrNO2S at a distorted geometry.

Its energy above the lowest of the compared OMol25 structures with the same formula, charge and spin is 277.69 kJ/mol. The value obtained for the HOMO energy (alpha / beta) is -9.483 / -9.483 eV. For the largest force on an atom, the calculation gives 0.128 Eh/bohr. For the LUMO energy (alpha / beta), the calculation gives -0.15 / -0.15 eV. The SMILES is CCS(=O)(=O)NBr. The frontier orbital gap (alpha / beta) comes out at 9.337 / 9.338 eV.

Each line ends with the Mulliken charge.
Positions of all 13 atoms, in Å:
1 C 0.045 0.718 -1.155  -0.99
2 C 0.212 -0.138 0.112  -0.45
3 S 0.110 0.724 1.673  1.01
4 O -0.024 -0.228 2.731  -0.56
5 O -0.823 1.785 1.647  -0.52
6 N 2.138 1.464 1.851  -0.49
7 Br 2.232 2.694 0.515  0.01
8 H 0.930 1.358 -1.423  0.24
9 H -0.180 0.124 -2.032  0.34
10 H -0.746 1.518 -0.948  0.31
11 H 1.199 -0.582 0.401  0.35
12 H -0.451 -0.833 0.509  0.46
13 H 2.094 1.855 2.703  0.30


Density functional theory data (the ωB97M-V functional and the def2-TZVPD basis) for a 2-piece molecular cluster, C2H6Cl2N overall at a distorted geometry.

Its net charge is +1. Its energy above the lowest of the compared OMol25 structures with the same formula, charge and spin is 392.86 kJ/mol. The value obtained for the HOMO energy (alpha / beta) is -13.791 / -13.278 eV. For the largest force on an atom, the calculation gives 0.066 Eh/bohr. For the LUMO energy (alpha / beta), the calculation gives -4.90 / -5.05 eV. The frontier orbital gap (alpha / beta) comes out at 8.891 / 8.232 eV.

Each line ends with the Mulliken charge.
Positions of all 11 atoms, in Å:
1 C -0.781 -0.493 0.406  -0.76
2 C 1.574 0.138 0.749  -0.07
3 N -1.013 0.171 -0.802  -0.06
4 Cl 1.383 1.706 0.109  -0.08
5 Cl 2.450 -0.924 -0.383  -0.03
6 H -0.581 -1.546 0.184  0.35
7 H -1.322 -0.211 1.340  0.38
8 H 1.207 -0.085 1.794  0.41
9 H -1.792 0.756 -1.065  0.36
10 H -0.738 -0.474 -1.529  0.40
11 H -0.387 0.963 -0.802  0.10


Density functional theory data (the ωB97M-V functional and the def2-TZVPD basis) for C2H6Cl2NOPS as an isolated structure at a distorted geometry.

Its energy above the lowest of the compared OMol25 structures with the same formula, charge and spin is 152.21 kJ/mol. The value obtained for the HOMO energy is -9.178 eV. For the largest force on an atom, the calculation gives 0.086 Eh/bohr. For the LUMO energy, the calculation gives -0.62 eV. The frontier orbital gap comes out at 8.560 eV.

Each line ends with the Mulliken charge.
Positions of all 14 atoms, in Å:
1 C -0.446 1.110 -0.997  -0.89
2 C 0.100 -1.174 0.866  -1.02
3 N -2.324 0.326 0.785  -0.57
4 O -1.732 -1.291 -1.133  -0.64
5 P -4.051 0.396 -0.749  0.53
6 S -1.330 -0.290 -0.132  0.85
7 Cl -4.748 -1.460 -0.502  -0.12
8 Cl -4.989 1.491 0.591  -0.15
9 H -0.356 1.595 -0.015  0.32
10 H 0.535 0.917 -1.308  0.39
11 H -1.227 1.546 -1.552  0.28
12 H 0.855 -1.685 0.307  0.36
13 H 0.629 -0.429 1.359  0.36
14 H -0.503 -1.782 1.574  0.30


Density functional theory data (the ωB97M-V functional and the def2-TZVPD basis) for a 2-piece molecular cluster, C2H6Cl2NP overall at a distorted geometry.

Its energy above the lowest of the compared OMol25 structures with the same formula, charge and spin is 331.77 kJ/mol. The value obtained for the HOMO energy (alpha / beta) is -10.555 / -8.354 eV. For the largest force on an atom, the calculation gives 0.077 Eh/bohr. For the LUMO energy (alpha / beta), the calculation gives -1.89 / -3.55 eV. The frontier orbital gap (alpha / beta) comes out at 8.661 / 4.805 eV.

Each line ends with the Mulliken charge.
Positions of all 12 atoms, in Å:
1 C 0.584 -2.247 -0.278  -0.65
2 C -0.749 1.558 -0.588  -1.02
3 N 0.337 -0.857 -0.288  -0.17
4 P 0.023 0.363 0.607  0.35
5 Cl -1.339 0.104 2.091  -0.20
6 Cl 1.577 3.525 1.729  -0.26
7 H 0.609 -2.782 -1.278  0.27
8 H 0.102 -2.922 0.505  0.26
9 H 1.631 -2.310 -0.035  0.29
10 H -0.177 1.733 -1.389  0.40
11 H -1.754 1.402 -0.986  0.37
12 H -0.846 2.433 -0.090  0.37


Density functional theory data (the ωB97M-V functional and the def2-TZVPD basis) for C2H6Cl3MgO as an isolated structure at a distorted geometry.

Its net charge is -1. The value obtained for the HOMO energy is -5.660 eV. For the largest force on an atom, the calculation gives 0.044 Eh/bohr. For the LUMO energy, the calculation gives 2.86 eV. The frontier orbital gap comes out at 8.522 eV.

Each line ends with the Mulliken charge.
Positions of all 13 atoms, in Å:
1 Mg -1.630 -1.178 0.004  0.76
2 Cl -0.543 -2.782 -1.315  -0.70
3 Cl -3.859 -0.981 -0.427  -0.70
4 Cl -0.934 -1.585 2.238  -0.71
5 C 1.615 0.205 -0.114  -0.93
6 C 0.425 1.110 0.280  -0.22
7 O -0.740 0.694 -0.420  -0.21
8 H 2.567 0.536 0.303  0.34
9 H 1.649 0.207 -1.204  0.28
10 H 1.445 -0.807 0.251  0.24
11 H 0.699 2.144 0.057  0.33
12 H 0.314 1.040 1.362  0.27
13 H -1.008 1.396 -1.015  0.24


Density functional theory data (the ωB97M-V functional and the def2-TZVPD basis) for a 2-piece molecular cluster, C2H6ClN overall at a distorted geometry.

Its energy above the lowest of the compared OMol25 structures with the same formula, charge and spin is 432.46 kJ/mol. The value obtained for the HOMO energy (alpha / beta) is -8.344 / -8.345 eV. For the largest force on an atom, the calculation gives 0.073 Eh/bohr. For the LUMO energy (alpha / beta), the calculation gives -0.36 / -0.36 eV. The frontier orbital gap (alpha / beta) comes out at 7.979 / 7.980 eV.

Each line ends with the Mulliken charge.
Positions of all 10 atoms, in Å:
1 C -0.431 1.311 -0.480  -0.83
2 C 0.215 -0.801 1.352  -0.17
3 N 1.032 -1.553 0.676  -0.25
4 Cl 1.313 0.380 2.257  -0.21
5 H 0.322 1.469 -1.258  0.28
6 H -0.533 2.310 0.001  0.26
7 H -1.370 1.064 -1.014  0.27
8 H -0.350 0.133 0.651  0.18
9 H 2.012 -1.425 0.599  0.22
10 H 0.543 -2.165 0.039  0.26


Density functional theory data (the ωB97M-V functional and the def2-TZVPD basis) for a 2-piece molecular cluster, C2H6ClN3 overall at a distorted geometry.

Its energy above the lowest of the compared OMol25 structures with the same formula, charge and spin is 421.77 kJ/mol. The value obtained for the HOMO energy is -8.382 eV. For the largest force on an atom, the calculation gives 0.132 Eh/bohr. For the LUMO energy, the calculation gives 0.74 eV. The frontier orbital gap comes out at 9.118 eV.

Each line ends with the Mulliken charge.
Positions of all 12 atoms, in Å:
1 C -0.133 -0.153 -0.417  0.77
2 C 0.620 1.035 -0.924  -0.65
3 H 0.466 -2.013 2.430  0.24
4 H -1.261 -1.859 1.206  0.27
5 H -0.062 0.797 1.497  0.25
6 H -0.887 -0.555 -1.956  0.25
7 H 0.001 1.602 -1.768  0.24
8 H 1.742 0.912 -1.498  0.30
9 N -0.469 -1.297 1.702  -0.79
10 N -0.057 -0.195 1.041  0.04
11 N -0.712 -0.996 -1.126  -0.71
12 Cl 0.752 2.722 -0.187  -0.21


Density functional theory data (the ωB97M-V functional and the def2-TZVPD basis) for an isolated ion of composition C2H6ClN5P and charge +1 at a distorted geometry.

Its net charge is +1. The value obtained for the HOMO energy is -12.878 eV. For the largest force on an atom, the calculation gives 0.123 Eh/bohr. For the LUMO energy, the calculation gives -5.48 eV. The SMILES is N=[PH2]c1n(N)nc[n+]1Cl. The frontier orbital gap comes out at 7.400 eV.

Each line ends with the Mulliken charge.
Positions of all 15 atoms, in Å:
1 N 2.801 -0.065 0.697  -0.60
2 P 1.854 0.749 -0.332  0.40
3 C -0.010 0.351 -0.198  0.07
4 N -0.733 -0.987 -0.056  0.83
5 N -0.153 -2.252 0.021  -0.68
6 N -2.125 -0.868 0.007  -0.57
7 C -2.451 0.623 -0.111  -0.03
8 N -1.136 1.369 -0.236  -0.02
9 Cl -0.814 3.061 -0.400  0.12
10 H 2.182 -0.689 1.269  0.18
11 H 2.032 2.159 -0.100  0.12
12 H 2.290 0.476 -1.678  0.16
13 H -0.840 -2.874 0.524  0.36
14 H 0.646 -2.148 0.702  0.28
15 H -3.543 1.095 -0.108  0.37


Density functional theory data (the ωB97M-V functional and the def2-TZVPD basis) for C2H6ClNO2S as an isolated structure at a distorted geometry.

Its energy above the lowest of the compared OMol25 structures with the same formula, charge and spin is 381.44 kJ/mol. The value obtained for the HOMO energy (alpha / beta) is -8.410 / -8.901 eV. For the largest force on an atom, the calculation gives 0.081 Eh/bohr. For the LUMO energy (alpha / beta), the calculation gives -0.08 / -0.27 eV. The frontier orbital gap (alpha / beta) comes out at 8.329 / 8.635 eV.

Each line ends with the Mulliken charge.
Positions of all 13 atoms, in Å:
1 C -0.606 0.800 0.630  -0.55
2 C -1.512 0.473 -0.625  -0.36
3 N 1.616 -1.109 0.873  -0.39
4 O 1.209 0.949 -1.292  -0.48
5 O 1.945 -1.695 -0.354  -0.33
6 S 1.126 1.070 0.144  0.45
7 Cl -2.855 -0.521 -0.290  -0.20
8 H -1.026 1.847 1.092  0.30
9 H -0.667 0.072 1.494  0.39
10 H -0.927 -0.157 -1.233  0.18
11 H -1.908 1.305 -1.050  0.39
12 H 2.573 -1.044 1.399  0.24
13 H 1.031 -1.990 -0.790  0.35


Density functional theory data (the ωB97M-V functional and the def2-TZVPD basis) for a 2-piece molecular cluster, C2H6ClO2P overall at a distorted geometry.

Its energy above the lowest of the compared OMol25 structures with the same formula, charge and spin is 187.71 kJ/mol. The value obtained for the HOMO energy is -10.282 eV. For the largest force on an atom, the calculation gives 0.054 Eh/bohr. For the LUMO energy, the calculation gives -0.93 eV. The SMILES is O=PCl.CCO. The frontier orbital gap comes out at 9.352 eV.

Each line ends with the Mulliken charge.
Positions of all 12 atoms, in Å:
1 O 3.131 1.416 -0.106  -0.40
2 P 2.911 0.040 0.435  0.54
3 Cl 2.597 0.292 2.427  -0.17
4 C -1.373 -0.704 -0.893  -1.29
5 C -0.435 -0.232 0.223  0.44
6 O -0.819 1.054 0.648  -0.52
7 H -2.295 -0.194 -0.977  0.39
8 H -1.085 -0.553 -1.899  0.42
9 H -1.537 -1.794 -0.779  0.29
10 H 0.617 -0.115 -0.163  -0.32
11 H -0.534 -0.749 1.239  0.34
12 H -1.179 1.539 -0.156  0.28